(1)
This record from the Open Molecules 2025 dataset describes C37H34N6O2S2Tm as an isolated structure in a non-equilibrium geometry. The level of theory is the ωB97M-V functional and the def2-TZVPD basis.

Structure (XYZ):
```
82
Properties=species:S:1:pos:R:3:forces:R:3
Tm 12.865 11.413 11.984 -0.690 -0.560 0.880
C 15.695 11.874 13.795 -1.460 -0.240 -0.400
C 16.188 11.467 15.165 0.125 -0.806 0.489
C 17.411 10.554 15.111 1.041 -0.428 -0.809
C 15.067 10.921 15.997 -1.287 1.180 0.861
C 15.082 9.706 16.610 -0.992 -0.515 -0.153
C 14.030 9.260 17.427 1.447 -1.349 0.999
C 12.996 10.024 17.808 -1.669 3.616 -2.240
C 11.984 9.638 18.826 -0.220 -0.208 0.397
C 12.928 11.325 17.119 0.277 -0.544 1.262
C 13.955 11.788 16.326 1.260 -1.090 0.082
H 16.489 12.090 13.128 0.966 0.333 -0.686
H 14.977 12.731 13.744 0.496 -0.546 0.483
H 15.185 10.977 13.393 -0.051 0.181 -0.029
H 16.547 12.328 15.673 0.220 1.154 0.458
H 17.268 9.586 14.537 0.030 1.044 0.721
H 17.877 10.342 16.097 -0.780 -0.045 -0.434
H 18.213 11.127 14.605 -0.345 -0.408 -0.093
H 15.862 8.999 16.521 0.985 -0.378 -0.432
H 14.190 8.308 17.954 -0.128 0.246 -0.367
H 11.202 8.989 18.462 -0.167 -0.338 -0.603
H 11.391 10.464 19.297 1.160 -0.501 -0.112
H 12.574 8.999 19.484 -0.530 0.327 0.880
H 12.122 12.027 17.352 0.226 -0.376 0.168
H 14.094 12.846 16.089 -0.657 -0.226 -0.298
C 12.334 7.336 14.208 -0.990 -0.036 0.499
C 12.892 8.419 13.561 1.513 -0.347 -0.671
N 12.574 9.681 13.669 -0.882 0.863 0.324
C 11.544 10.006 14.512 -1.138 -1.782 0.407
C 10.803 8.954 15.210 2.072 2.386 -1.083
C 11.284 7.652 15.040 -0.206 -0.184 0.431
C 9.772 9.361 16.069 -0.927 -1.451 0.781
C 9.356 10.654 16.100 -0.403 1.298 0.128
C 10.005 11.676 15.358 0.576 -2.403 0.138
C 11.142 11.354 14.615 -1.157 0.748 0.254
N 11.835 12.250 13.840 0.582 -0.281 -0.166
C 11.917 13.560 14.204 0.355 1.054 -2.652
C 11.541 14.223 15.343 -0.907 -2.432 1.522
C 11.584 15.593 15.436 0.130 1.222 0.123
C 12.037 16.398 14.411 0.266 0.697 1.312
C 12.648 15.773 13.332 -0.204 0.640 -1.687
C 13.355 16.504 12.308 -0.684 -1.197 0.895
C 13.793 15.854 11.227 0.687 -2.178 -1.765
C 13.617 14.424 11.088 -0.835 2.357 2.330
N 12.999 13.738 12.020 -0.121 0.552 0.631
C 12.472 14.404 13.137 0.787 -1.396 0.493
H 12.707 6.328 13.992 -0.258 0.522 0.400
H 13.757 8.235 12.956 0.182 -0.178 -0.476
H 10.766 6.983 15.683 -0.155 -1.204 0.097
H 9.282 8.584 16.695 0.252 0.651 -0.546
H 8.492 11.005 16.700 0.614 -0.669 -0.282
H 9.576 12.636 15.422 -0.147 0.948 -0.252
H 11.118 13.583 16.189 0.864 1.392 -1.149
H 11.290 15.994 16.391 -0.284 0.454 -0.010
H 12.040 17.498 14.467 0.055 -0.695 0.173
H 13.596 17.521 12.421 -0.056 1.255 0.292
H 14.348 16.285 10.405 0.002 0.510 0.197
H 14.031 13.908 10.285 0.522 -0.796 -1.398
N 8.101 12.523 5.308 0.871 0.212 1.696
C 8.972 12.181 6.323 -0.565 -0.568 -0.049
C 8.851 10.881 6.916 -0.020 1.477 -0.352
C 9.758 10.454 7.825 -0.333 -1.204 0.868
C 10.797 11.292 8.224 -0.052 -0.184 -0.335
C 10.805 12.583 7.796 -0.305 0.438 -0.770
C 9.905 13.052 6.848 0.779 0.023 0.162
S 11.972 10.833 9.363 -1.656 -2.026 0.337
O 11.246 10.512 10.613 -0.411 0.380 1.530
O 12.865 11.923 9.706 1.147 1.768 -0.145
N 12.686 9.556 8.906 -0.511 0.112 -1.422
C 13.702 9.191 9.680 0.610 -1.015 -1.471
S 14.882 8.135 8.941 0.289 0.039 1.153
C 15.884 8.318 10.380 -0.275 -0.124 -0.359
C 15.265 9.144 11.250 -0.165 -0.165 -1.012
N 13.994 9.597 10.877 1.286 0.594 0.984
H 7.667 11.722 4.954 -0.881 -0.824 -1.069
H 8.411 13.209 4.661 0.026 0.406 -0.492
H 7.970 10.308 6.726 -0.263 -0.440 -0.354
H 9.556 9.500 8.325 0.479 0.253 -0.272
H 11.537 13.222 8.198 0.815 0.871 0.218
H 10.052 14.063 6.493 -0.342 0.041 -0.109
H 16.850 7.816 10.458 -0.415 0.370 0.028
H 15.692 9.640 12.081 0.530 -0.276 0.915
```
Forces are in eV/Å.

For the LUMO energy (spin up / spin down), the calculation gives -2.7 / -2.7 eV. Its net charge is +1. The calculation puts the gap between HOMO and LUMO (spin up / spin down) at 6.78 / 6.78 eV. Its largest force on an atom is 4.57 eV/Å. The HOMO energy (spin up / spin down) is -9.48 / -9.48 eV. The spin multiplicity is 3. The expectation value of S² is 2.00. The calculation puts the energy above the lowest of the compared OMol25 structures with the same formula, charge and spin at 132.7 kJ/mol. The calculation puts the energy at -103154.593 eV.

***

(2)
This record from the Open Molecules 2025 dataset describes C37H34N8O5PRuS2Si as an isolated structure in a non-equilibrium geometry. The level of theory is the ωB97M-V functional and the def2-TZVPD basis.

Structure (XYZ):
```
89
Properties=species:S:1:pos:R:3:forces:R:3
Ru 0.928 0.077 -1.050 -0.431 -1.107 0.245
C 2.978 5.386 -1.919 -0.004 -0.010 0.046
N 2.973 3.935 -1.943 0.095 -0.019 -0.356
C 3.737 3.160 -2.782 -0.073 -0.140 0.124
C 3.409 1.860 -2.518 -0.150 0.238 0.108
N 2.464 1.841 -1.535 -0.098 0.042 -0.306
C 2.205 3.092 -1.215 -0.100 0.025 0.411
P 1.132 3.613 0.176 0.313 0.302 -0.010
C -0.452 2.943 -0.370 0.014 -0.289 -0.153
N -0.630 1.757 -0.924 -0.042 0.238 -0.211
C -1.953 1.644 -1.238 0.139 -0.184 0.147
C -2.586 2.787 -0.854 0.029 0.127 0.131
N -1.630 3.607 -0.306 -0.173 -0.104 -0.082
C -1.867 4.926 0.254 -0.069 -0.023 0.010
C 1.681 2.325 1.324 -0.004 -0.172 -0.145
N 1.749 1.035 1.044 -0.059 0.213 -0.158
C 2.400 0.436 2.073 -0.157 0.042 0.056
C 2.727 1.385 3.000 -0.049 -0.066 0.040
N 2.272 2.578 2.519 -0.040 -0.133 0.097
C 2.376 3.844 3.215 -0.003 0.071 0.063
H 3.522 5.732 -2.794 -0.013 0.052 0.026
H 3.470 5.757 -1.021 -0.035 0.030 -0.010
H 1.958 5.768 -1.966 0.064 0.002 0.023
H 4.427 3.595 -3.477 0.070 0.058 -0.077
H 3.766 0.952 -2.970 0.005 -0.032 -0.026
H -2.343 0.739 -1.678 -0.008 0.031 -0.032
H -3.616 3.079 -0.899 -0.122 0.042 -0.026
H -2.935 5.123 0.200 0.039 0.038 0.011
H -1.333 5.687 -0.311 0.002 0.010 0.022
H -1.556 4.956 1.297 0.004 0.032 -0.012
H 2.562 -0.626 2.100 0.040 -0.093 -0.013
H 3.201 1.308 3.960 0.061 -0.009 0.101
H 2.317 3.649 4.285 0.009 0.058 -0.025
H 1.547 4.490 2.933 0.048 -0.018 -0.004
H 3.319 4.339 2.983 -0.031 0.008 0.024
O -0.296 -3.510 -2.423 0.219 -0.680 0.577
S -1.078 -2.539 -3.108 -0.731 1.116 -0.739
O -2.519 -2.575 -3.025 0.377 -0.287 0.069
N -0.559 -1.022 -2.778 0.330 -0.018 0.498
C 0.162 -0.514 -3.776 0.090 0.117 -0.432
O 0.813 0.535 -3.654 0.136 0.109 0.172
C 0.132 -1.341 -5.033 0.055 0.440 0.341
C 0.692 -1.062 -6.266 -0.062 -0.192 -0.096
C 0.507 -1.995 -7.282 -0.040 0.048 0.197
C -0.220 -3.162 -7.049 -0.046 -0.048 -0.004
C -0.774 -3.438 -5.802 0.144 0.135 -0.082
C -0.572 -2.499 -4.809 -0.172 -0.428 -0.169
H 1.249 -0.149 -6.421 0.012 0.037 0.008
H 0.926 -1.814 -8.261 0.007 -0.009 -0.042
H -0.356 -3.870 -7.856 0.009 -0.013 -0.017
H -1.333 -4.343 -5.616 -0.013 -0.041 -0.008
O 3.940 -3.296 -1.392 0.022 0.101 0.125
S 2.958 -2.448 -2.050 0.086 -0.681 -0.526
N 2.462 -1.242 -1.373 -0.060 0.614 0.367
O -0.260 -0.969 0.241 0.229 0.223 0.004
Si -0.906 -1.553 1.604 -0.037 0.315 -0.282
C -0.107 -3.168 2.038 0.223 -0.242 0.056
C 1.162 -3.461 1.534 0.001 0.024 -0.031
C 1.811 -4.644 1.857 -0.050 0.051 0.005
C 1.195 -5.556 2.700 0.002 -0.055 0.030
C -0.069 -5.288 3.210 0.046 -0.015 -0.022
C -0.712 -4.106 2.877 0.022 0.015 -0.007
C -2.750 -1.742 1.389 -0.267 -0.060 -0.173
C -3.679 -1.490 2.400 0.069 -0.010 0.042
C -5.042 -1.644 2.185 -0.019 -0.020 -0.063
C -5.504 -2.049 0.941 0.019 0.012 0.044
C -4.600 -2.305 -0.080 -0.059 0.000 0.018
C -3.241 -2.155 0.144 0.176 0.018 0.014
C -0.696 -0.380 3.070 0.055 0.126 0.012
C -0.134 -0.763 4.287 -0.066 -0.088 -0.018
C -0.033 0.124 5.352 0.052 -0.018 -0.001
C -0.478 1.427 5.213 -0.027 0.111 -0.046
C -1.039 1.838 4.007 0.027 -0.057 0.045
C -1.152 0.938 2.959 0.074 0.025 -0.034
H 1.640 -2.762 0.857 0.006 0.006 -0.035
H 2.786 -4.854 1.440 0.067 -0.008 -0.034
H 1.693 -6.483 2.949 0.012 -0.034 0.018
H -0.554 -6.007 3.855 -0.033 -0.030 0.038
H -1.705 -3.918 3.266 -0.087 0.029 0.025
H -3.338 -1.166 3.376 0.043 0.039 0.066
H -5.742 -1.447 2.985 -0.038 0.016 0.053
H -6.565 -2.167 0.770 -0.059 -0.010 -0.009
H -4.950 -2.624 -1.051 0.009 -0.017 -0.086
H -2.557 -2.360 -0.671 -0.050 0.023 0.111
H 0.214 -1.781 4.411 0.048 -0.046 0.001
H 0.392 -0.205 6.292 0.020 -0.019 0.037
H -0.409 2.118 6.044 0.004 0.027 0.023
H -1.412 2.849 3.901 -0.015 0.060 -0.006
H -1.612 1.260 2.030 -0.028 0.028 -0.076
```
Forces are in eV/Å.

For the LUMO energy (spin up / spin down), the calculation gives -0.1 / -0.8 eV. The calculation puts the gap between HOMO and LUMO (spin up / spin down) at 7.68 / 7.63 eV. Its largest force on an atom is 1.52 eV/Å. The HOMO energy (spin up / spin down) is -7.74 / -8.41 eV. The spin multiplicity is 6. The expectation value of S² is 8.76. The calculation puts the energy above the lowest of the compared OMol25 structures with the same formula, charge and spin at 55.8 kJ/mol. The calculation puts the energy at -102498.514 eV.

***

(3)
This record from the Open Molecules 2025 dataset describes C37H35AgN4O2P2S as an isolated structure. The level of theory is the ωB97M-V functional and the def2-TZVPD basis.

Structure (XYZ):
```
82
Properties=species:S:1:pos:R:3:forces:R:3
Ag -0.041 -0.536 -0.526 -0.434 0.063 0.125
C -0.619 2.736 0.752 -0.037 0.085 0.058
C -0.291 2.578 -0.748 -0.054 0.014 0.039
P -1.381 1.385 -1.641 0.458 -0.049 -0.108
C -0.895 1.530 -3.398 -0.139 0.180 0.032
C -0.554 2.743 -3.992 0.050 -0.024 0.022
C -0.313 2.816 -5.354 0.009 -0.021 -0.029
C -0.441 1.680 -6.143 -0.011 0.011 0.018
C -0.788 0.470 -5.561 -0.072 0.035 -0.041
C -1.004 0.396 -4.193 -0.099 -0.082 0.017
C -2.996 2.246 -1.718 -0.012 -0.125 0.126
C -3.238 3.517 -1.206 -0.044 0.029 -0.071
C -4.489 4.106 -1.344 0.040 -0.012 0.018
C -5.510 3.433 -1.993 -0.016 -0.010 -0.014
C -5.278 2.165 -2.509 -0.035 0.011 0.006
C -4.034 1.576 -2.365 -0.004 -0.072 0.013
C -0.137 1.644 1.728 -0.025 0.027 -0.078
P -1.279 0.197 1.783 0.300 -0.168 0.028
C -2.678 0.800 2.803 -0.011 0.054 -0.150
C -2.821 2.112 3.242 -0.023 -0.002 0.051
C -3.915 2.485 4.014 0.014 -0.012 -0.014
C -4.877 1.551 4.357 0.003 -0.002 -0.002
C -4.743 0.238 3.924 -0.050 0.004 0.023
C -3.658 -0.130 3.150 -0.002 -0.052 -0.031
C -0.520 -0.974 2.956 -0.097 0.122 0.098
C -0.027 -0.578 4.196 0.025 0.020 -0.024
C 0.548 -1.504 5.047 0.012 -0.017 0.006
C 0.613 -2.841 4.677 0.012 -0.016 0.031
C 0.098 -3.248 3.459 0.009 -0.009 -0.004
C -0.464 -2.314 2.600 0.021 -0.058 -0.092
H -1.698 2.865 0.866 0.036 0.017 -0.004
H -0.178 3.684 1.074 0.025 -0.042 -0.009
H 0.734 2.218 -0.884 -0.025 0.009 0.001
H -0.344 3.562 -1.221 0.002 -0.012 -0.003
H -0.480 3.640 -3.391 -0.006 0.030 0.005
H -0.040 3.761 -5.803 0.003 0.014 -0.012
H -0.268 1.739 -7.209 0.015 0.000 -0.047
H -0.879 -0.419 -6.170 -0.009 -0.029 -0.024
H -1.245 -0.559 -3.735 0.010 0.055 -0.006
H -2.460 4.072 -0.704 0.067 0.027 0.007
H -4.660 5.095 -0.940 -0.008 0.024 0.009
H -6.483 3.893 -2.099 -0.021 0.009 -0.002
H -6.069 1.631 -3.017 -0.024 -0.011 -0.020
H -3.863 0.585 -2.768 0.009 -0.012 0.011
H -0.024 2.078 2.724 -0.001 -0.009 0.028
H 0.848 1.257 1.450 -0.044 0.004 0.033
H -2.081 2.860 3.000 0.048 0.024 -0.001
H -4.007 3.510 4.350 -0.004 0.018 0.007
H -5.727 1.841 4.959 -0.025 0.005 0.017
H -5.488 -0.500 4.189 -0.018 -0.018 0.012
H -3.560 -1.159 2.822 0.004 -0.004 -0.018
H -0.077 0.462 4.492 -0.010 0.043 0.014
H 0.951 -1.185 5.999 0.006 0.006 0.023
H 1.067 -3.564 5.342 0.010 -0.013 0.009
H 0.145 -4.289 3.169 -0.001 -0.036 -0.005
H -0.851 -2.630 1.635 0.011 0.023 0.037
N 5.682 -6.151 1.431 0.046 -0.112 0.018
C 5.081 -4.914 1.231 -0.004 0.021 -0.014
C 5.859 -3.777 1.019 -0.015 0.047 -0.015
C 5.264 -2.537 0.861 -0.030 -0.035 -0.034
C 3.886 -2.421 0.925 0.025 -0.003 0.048
C 3.102 -3.545 1.140 0.026 0.024 0.019
C 3.692 -4.784 1.290 -0.019 0.018 -0.001
S 3.112 -0.846 0.760 -0.089 -0.023 -0.036
O 4.143 0.130 0.525 0.001 0.025 0.090
O 2.251 -0.667 1.905 0.008 -0.014 0.074
N 2.101 -0.962 -0.496 -0.027 -0.033 -0.061
C 2.604 -0.902 -1.764 -0.128 0.183 0.189
N 3.872 -1.239 -2.015 0.097 -0.076 -0.057
C 4.284 -1.082 -3.261 0.025 0.005 -0.180
C 3.470 -0.605 -4.278 0.035 -0.010 0.076
C 2.162 -0.325 -3.920 0.073 -0.069 -0.094
N 1.716 -0.475 -2.683 -0.036 -0.045 -0.151
H 6.606 -6.250 1.043 -0.018 -0.001 0.009
H 5.099 -6.952 1.244 0.013 0.023 -0.007
H 6.937 -3.868 0.974 0.042 -0.002 -0.002
H 5.855 -1.654 0.676 0.039 0.057 -0.005
H 2.027 -3.442 1.194 -0.082 0.009 0.013
H 3.080 -5.661 1.459 -0.019 -0.030 0.007
H 5.315 -1.358 -3.457 0.034 0.001 -0.017
H 3.828 -0.474 -5.287 0.024 0.007 -0.034
H 1.440 0.031 -4.649 0.140 -0.015 0.052
```
Forces are in eV/Å.

For the LUMO energy, the calculation gives 0.4 eV. The calculation puts the gap between HOMO and LUMO at 8.09 eV. Its largest force on an atom is 0.47 eV/Å. The HOMO energy is -7.67 eV. The calculation puts the energy above the lowest of the compared OMol25 structures with the same formula, charge and spin at 49.8 kJ/mol. The calculation puts the energy at -82405.202 eV.